# 1
Entry from OMol25: the molecule C2H6N6O (ωB97M-V/def2-TZVPD).

Summary:
SMILES: [H]/N=c1/[nH]/c(=N/N)on1N
Calculated total energy, eV: -13156.1800
Energy relative to the best compared isomer or geometry (same formula, charge and spin), kcal per mole: 5.5

Positions of all 15 atoms, in Å:
H  -3.1378  -0.4773  -0.0623
N  -2.4271  -1.1919  0.1493
C  -1.3108  -0.6835  -0.0842
N  -0.0604  -1.3410  -0.0602
C  0.9398  -0.4619  -0.0586
N  2.1638  -0.6465  0.1350
N  2.9937  0.4519  -0.0216
O  0.3849  0.8357  -0.2077
N  -1.0279  0.6897  -0.4440
N  -1.7821  1.6011  0.2995
H  0.0081  -2.2230  0.4520
H  2.5329  1.3008  0.1863
H  3.7576  0.2854  0.5943
H  -1.7278  2.5113  -0.2256
H  -1.3059  1.8464  1.1678



# 2
Entry from OMol25: the ion C2H6NO with charge +1 (ωB97M-V/def2-TZVPD).

Summary:
SMILES: [NH3+]CC=O
Calculated total energy, eV: -5700.4170
Energy relative to the best compared isomer or geometry (same formula, charge and spin), kcal per mole: 24.6
Net charge: +1

Positions of all 10 atoms, in Å:
N  -0.4685  0.8727  -0.0465
C  0.0236  -0.5205  -0.0205
C  1.4850  -0.5159  0.0058
O  2.0262  0.5521  0.0032
H  -0.5432  1.1438  0.8589
H  -1.2039  0.9574  -0.6358
H  0.4848  1.2494  -0.1898
H  -0.5339  -1.1079  -0.8336
H  -0.4391  -1.0934  0.9161
H  1.9223  -1.5462  -0.0579



# 3
Entry from OMol25: the ion C2H6NO2 with charge +1 (ωB97M-V/def2-TZVPD).

Summary:
Calculated total energy, eV: -7745.6948
Energy relative to the best compared isomer or geometry (same formula, charge and spin), kcal per mole: 97.1
Net charge: +1

Positions of all 11 atoms, in Å:
C  -0.3232  0.6351  -0.3543
C  2.0083  0.2171  0.1867
N  -1.5422  -0.1919  -0.0537
O  0.9076  -0.1667  -0.3347
O  3.2628  -0.1538  -0.0111
H  -0.2417  1.3545  0.4169
H  1.8715  1.1141  0.8640
H  -2.1980  0.5407  -0.1402
H  -1.5751  -0.8484  0.8228
H  -1.7409  -0.8261  -0.8196
H  3.4139  -0.6962  -0.7966



no.,maximum force (eV/A)
1,3.104
2,5.899
3,3.814